1.
C2H3N2OS | ωB97M-V with the def2-TZVPD basis set

Summary:
Energy relative to the best compared isomer or geometry (same formula, charge and spin)   1.607 eV
Frontier orbital gap (alpha / beta)   4.988 / 4.985 eV
Calculated total energy   -660.89519 Ha
Total charge   -1
Spin multiplicity   1

```
9
Properties=species:S:1:pos:R:3:forces:R:3:nbo_charge:R:1
C 2.4875 0.4731 -0.1058 -1.321 -2.896 1.104 0.424
C -1.6743 -0.4962 0.1632 -1.889 1.056 -0.224 -0.545
N 0.0583 0.7578 -0.6022 1.693 -0.515 0.777 -0.391
N -0.2383 -0.0273 0.2760 -1.119 0.911 -1.107 -0.272
O 2.4915 -0.5821 0.4225 -0.377 1.160 -0.466 -0.539
S 3.1371 1.7378 -0.7252 1.114 2.222 -1.012 -0.183
H -2.0438 -0.6526 -0.8940 0.781 -0.201 1.024 0.173
H -2.5168 0.0985 0.6454 1.281 0.487 -0.450 0.160
H -1.7011 -1.3090 0.8202 -0.162 -2.225 0.355 0.172
```
Positions in Å, forces in eV/Å.



2.
C2H3N2OS | ωB97M-V with the def2-TZVPD basis set

Summary:
Expectation value of S²   2.012
Energy relative to the best compared isomer or geometry (same formula, charge and spin)   0.252 eV
Frontier orbital gap (alpha / beta)   5.384 / 4.748 eV
Calculated total energy   -660.81963 Ha
Total charge   -1
Spin multiplicity   3

```
9
Properties=species:S:1:pos:R:3:forces:R:3:nbo_charge:R:1
C 0.3370 -0.4164 0.6811 0.637 0.413 -0.328 0.112
C -0.4647 -0.1182 -0.5742 0.960 -1.610 0.246 -0.344
N 1.6055 -0.3568 0.7626 0.995 0.765 -1.183 -0.557
N -1.1632 1.0993 -0.2996 -0.459 1.352 -0.409 -0.232
O -2.2584 0.9901 0.3818 0.059 -0.653 0.075 -0.582
S 2.6868 0.2192 -0.3279 0.189 -0.566 0.314 0.059
H -0.0021 -0.3955 1.6943 -1.586 -0.435 0.305 0.193
H 0.2526 0.0144 -1.4115 -0.061 0.384 0.605 0.190
H -0.9935 -1.0360 -0.9066 -0.733 0.350 0.376 0.160
```
Positions in Å, forces in eV/Å.



3.
C2H3N2P | ωB97M-V with the def2-TZVPD basis set

Summary:
Energy relative to the best compared isomer or geometry (same formula, charge and spin)   0.568 eV
Frontier orbital gap   10.100 eV
Calculated total energy   -528.82078 Ha
Total charge   0
SMILES   C1=NC=[PH]=N1
Spin multiplicity   1

```
8
Properties=species:S:1:pos:R:3:forces:R:3:nbo_charge:R:1
C -0.8031 -0.5163 -0.8206 3.455 0.283 2.125 0.265
N -0.8618 -0.6782 0.6066 2.076 1.689 -0.216 -0.453
C 0.2591 -0.1196 1.0523 -2.189 -1.374 -3.512 -0.145
P 1.4036 0.4905 -0.2470 -0.180 -0.780 1.097 0.726
N 0.2565 -0.0070 -1.3455 -1.407 0.413 -1.744 -0.762
H -1.5281 -0.9163 -1.4168 -2.159 -0.936 -1.311 0.183
H 0.4100 0.0146 2.0304 0.433 0.188 3.858 0.183
H 0.8638 1.7324 0.1407 -0.029 0.517 -0.296 0.004
```
Positions in Å, forces in eV/Å.



4.
C2H3N2P3 | ωB97M-V with the def2-TZVPD basis set

Summary:
Expectation value of S²   2.035
Energy relative to the best compared isomer or geometry (same formula, charge and spin)   1.539 eV
Frontier orbital gap (alpha / beta)   6.472 / 7.334 eV
Calculated total energy   -1211.40521 Ha
Total charge   0
Spin multiplicity   3

```
10
Properties=species:S:1:pos:R:3:forces:R:3:nbo_charge:R:1
C -0.7117 0.5965 -0.7621 -3.217 -1.967 -0.917 -0.868
C -1.1780 -0.4434 0.3544 -0.724 0.812 -1.679 -0.675
N 1.4430 1.0546 0.5244 3.142 -4.043 0.952 -1.280
N 2.9182 -1.2345 0.7431 3.413 -2.450 1.393 -0.666
P 0.3506 1.9079 -0.1764 -1.789 2.293 -1.176 0.936
P -0.1219 -1.1946 -0.9659 0.363 0.193 0.430 0.483
P 1.6923 -0.5638 0.2033 -4.019 5.044 -1.168 1.290
H -1.5489 0.7923 -1.5282 1.474 -0.078 1.114 0.273
H -0.5582 -0.1456 1.1846 -0.823 -0.531 0.995 0.241
H -2.2854 -0.7695 0.4229 2.180 0.727 0.055 0.266
```
Positions in Å, forces in eV/Å.



5.
C2H3N2PS | ωB97M-V with the def2-TZVPD basis set

Summary:
Energy relative to the best compared isomer or geometry (same formula, charge and spin)   1.876 eV
Frontier orbital gap   8.505 eV
Calculated total energy   -926.96200 Ha
Total charge   0
SMILES   Pc1ncsn1
Spin multiplicity   1

```
9
Properties=species:S:1:pos:R:3:forces:R:3:nbo_charge:R:1
P 1.6539 0.0936 1.2829 1.092 -1.698 1.237 0.314
C 0.2139 0.0476 0.1932 -1.803 -5.523 -2.477 0.071
N -0.5692 0.9364 -0.2782 -1.025 1.257 -1.030 -0.453
C -1.3497 0.6187 -1.3441 2.419 -1.850 1.069 -0.244
S -0.9808 -1.0360 -1.8338 -0.868 2.117 1.239 0.769
N -0.0413 -1.3903 -0.6226 1.809 3.362 2.154 -0.718
H 1.6999 -1.2979 1.9669 -0.442 1.778 -1.411 0.034
H 1.2390 0.6550 2.5122 -0.555 0.234 -0.306 0.000
H -1.8656 1.3729 -1.8765 -0.627 0.323 -0.475 0.227
```
Positions in Å, forces in eV/Å.



6.
C2H3N2S2 | ωB97M-V with the def2-TZVPD basis set

Summary:
Energy relative to the best compared isomer or geometry (same formula, charge and spin)   1.491 eV
Frontier orbital gap   8.383 eV
Calculated total energy   -983.56838 Ha
Total charge   +1
Spin multiplicity   1

```
9
Properties=species:S:1:pos:R:3:forces:R:3:nbo_charge:R:1
C 0.3415 -0.9141 0.0146 -1.921 -0.910 -0.110 0.218
C -1.7935 1.1557 0.0329 -1.510 -0.469 -0.263 0.228
N -0.5937 0.9631 0.0313 2.469 0.536 0.189 -0.719
N 1.5882 -0.6346 -0.0498 1.749 0.258 -0.033 -0.778
S -3.3422 1.0455 -0.0448 1.091 0.196 0.158 0.315
S -0.7512 -2.0061 0.0487 0.372 0.359 0.046 0.382
H 0.2069 1.6027 0.1329 -1.206 0.044 -0.043 0.444
H 2.1342 0.2228 -0.0973 -0.952 0.230 0.037 0.455
H 2.2098 -1.4349 -0.0684 -0.091 -0.244 0.019 0.456
```
Positions in Å, forces in eV/Å.